DFT (wB97M-V/def2-TZVPD) results for C32H32CoF3N8P as an isolated structure at a distorted geometry.

The geometry in XYZ format:
```
77
Properties=species:S:1:pos:R:3
Co -0.5075 -0.7029 0.5255
C 2.1800 -5.5918 0.7617
N 1.2869 -4.6208 0.1966
C 0.3527 -4.8358 -0.7704
C -0.2666 -3.6373 -0.9789
N 0.2763 -2.7036 -0.1642
C 1.2153 -3.3099 0.5345
P 2.3573 -2.4757 1.7334
C 1.0549 -1.9464 2.8334
N -0.1522 -1.4738 2.4841
C -0.7256 -1.0563 3.6452
C 0.1272 -1.2389 4.6942
N 1.2615 -1.7984 4.1794
C 2.4723 -2.1478 4.8515
C 2.4624 -0.9264 0.7850
N 1.4801 -0.0146 0.7264
C 2.0587 1.1488 0.3330
C 3.4031 0.9745 0.1967
N 3.6639 -0.3311 0.5058
C 4.9241 -1.0054 0.4467
H 1.8704 -6.5896 0.4526
H 2.1610 -5.5301 1.8526
H 3.2027 -5.4138 0.4185
H 0.2102 -5.7978 -1.2178
H -1.0460 -3.3934 -1.6701
H -1.7192 -0.6515 3.6620
H 0.0252 -1.0240 5.7395
H 2.2808 -2.2799 5.9156
H 3.2413 -1.3785 4.7106
H 2.8533 -3.0822 4.4291
H 1.4777 2.0392 0.1839
H 4.1809 1.6545 -0.0878
H 5.6365 -0.3921 -0.1015
H 4.8014 -1.9669 -0.0570
H 5.3184 -1.1926 1.4522
F 0.4775 5.2608 -6.4085
C 1.3432 4.2481 -6.2469
F 2.5318 4.8244 -5.9606
F 1.5029 3.7046 -7.4751
C 0.9173 3.2448 -5.2236
C 1.8165 2.2539 -4.8365
C 1.4391 1.3227 -3.8947
C 0.1664 1.3675 -3.3100
C -0.7333 2.3542 -3.7303
C -0.3639 3.2787 -4.6819
C -0.1808 0.4957 -2.2603
C -0.4988 -0.1566 -1.2815
H 2.8038 2.2299 -5.2767
H 2.1336 0.5576 -3.5819
H -1.7168 2.3887 -3.2875
H -1.0608 4.0368 -5.0051
C -2.4739 -1.4358 0.6033
C -3.5421 -0.5351 0.2072
C -4.1262 -0.5990 -1.0673
C -5.1668 0.2328 -1.4248
C -5.6441 1.1853 -0.5361
C -5.0794 1.2713 0.7281
C -4.0624 0.4181 1.0967
H -2.4621 -2.3351 -0.0105
H -2.5640 -1.7009 1.6544
H -3.7568 -1.3273 -1.7762
H -5.6169 0.1331 -2.4035
H -6.4355 1.8584 -0.8310
H -5.4410 2.0119 1.4299
H -3.6313 0.5007 2.0846
C -0.1711 2.1383 3.1516
C -0.9186 2.3549 1.8871
N -1.2118 1.4709 0.9626
C -1.9424 2.1284 0.0128
C -2.0944 3.4302 0.3712
N -1.4348 3.5670 1.5631
H -0.0062 1.0740 3.2827
H -0.7489 2.5137 3.9972
H 0.7965 2.6424 3.1393
H -2.3128 1.6283 -0.8568
H -2.6098 4.2386 -0.1038
H -1.3407 4.4156 2.0970
```

E_LUMO (alpha / beta): -0.014 / -0.002 eV
Max |F|: 1.88 eV/A
Spin multiplicity: 2
⟨S²⟩: 0.78
E: -100690.795 eV
E_HOMO (alpha / beta): -5.753 / -6.115 eV

Löwdin atomic charge list, values in e, 6 entries: atom 1 (Co): 0.273, atom 2 (C): -0.044, atom 3 (N): -0.145, atom 4 (C): -0.051, atom 5 (C): -0.103, atom 6 (N): 0.052